119
Properties=species:S:1:pos:R:3:lowdin_charge:R:1 method="wB97M-V/def2-TZVPD" molar_mass_g_mol=882.9 charge=-1 gap_ev=4.91
Cl 5.929 2.104 3.395 0.448
P 3.709 7.437 5.115 0.422
P 1.204 0.486 -1.366 0.426
P -3.593 -2.530 -7.087 0.424
P 4.644 -0.071 4.768 0.686
P -4.658 -5.239 0.309 0.426
O -3.783 -1.773 -8.485 -0.179
O 1.594 0.842 -2.736 -0.218
O 2.178 7.610 4.653 -0.180
O -4.986 -2.082 -6.404 -0.191
O -6.044 -4.861 0.005 -0.218
O -3.607 -5.105 1.500 -0.171
O 5.026 -1.392 3.729 -0.382
O 5.019 8.051 4.864 -0.218
O -2.535 -1.919 -6.279 -0.213
O 2.366 -0.293 -0.611 -0.179
O -4.108 -3.995 -7.450 -0.172
O 3.487 7.230 6.693 -0.179
O 0.446 1.149 -0.125 -0.172
O -4.622 -6.855 0.304 -0.191
O 0.133 -0.720 -1.511 -0.198
O 3.796 5.915 4.651 -0.184
O 8.397 0.986 5.816 0.038
O -3.706 -4.964 -0.944 -0.180
N 7.925 -0.597 4.053 0.148
C -2.441 -3.119 -10.039 -0.077
C -2.700 -1.757 -9.421 -0.268
C -6.062 -7.889 -1.367 -0.074
C 3.622 0.380 -0.385 -0.253
C 2.247 9.239 7.360 -0.081
C 3.477 8.369 7.551 -0.278
C 4.587 -0.969 6.380 -0.309
C -4.981 0.188 -5.509 -0.070
C -5.002 -1.299 -5.210 -0.283
C -3.994 -4.474 2.742 -0.247
C -1.032 2.650 -1.397 -0.082
C -0.294 -1.184 -2.787 -0.290
C 3.509 1.504 0.623 -0.084
C -0.081 2.487 -0.227 -0.253
C 4.979 5.373 4.031 -0.280
C 5.951 4.812 5.044 -0.118
C -3.311 -5.047 -5.375 -0.081
C -2.757 -2.751 -0.452 -0.063
C 5.979 1.053 4.930 -0.752
C 2.633 8.319 2.345 -0.080
C -5.809 -7.617 0.104 -0.289
C -3.415 -5.135 -6.884 -0.247
C -3.547 -3.618 -1.416 -0.263
C -5.214 -5.121 3.366 -0.080
C 0.600 -2.288 -3.319 -0.062
C 1.852 8.559 3.622 -0.267
B 7.426 0.447 4.925 -0.832
H 4.390 8.952 7.398 0.112
H -1.997 -3.803 -9.312 0.063
H 3.500 7.979 8.568 0.116
H -4.528 -3.181 -1.618 0.114
H 4.890 -0.340 7.213 0.024
H 5.450 6.130 3.402 0.102
H 3.549 -1.268 6.537 0.005
H -1.848 -3.258 -0.131 0.096
H 4.309 -0.383 -0.022 0.118
H 4.495 1.863 0.913 0.043
H 6.923 4.640 4.586 0.065
H -1.747 -3.032 -10.876 0.079
H -5.953 0.516 -5.880 0.074
H 0.783 8.458 3.438 0.117
H -2.490 -1.802 -0.918 0.064
H -4.173 -1.580 -4.559 0.097
H 2.178 9.984 8.154 0.075
H 2.956 2.349 0.200 0.061
H -3.016 -3.691 -2.365 0.105
H -1.843 1.922 -1.336 0.081
H 6.074 5.490 5.893 0.072
H 0.413 -2.452 -4.381 0.073
H -4.244 0.427 -6.276 0.074
H -5.435 -4.661 4.329 0.080
H 8.449 1.927 5.612 0.071
H -6.664 -7.122 0.564 0.103
H 3.706 8.457 2.501 0.069
H -3.973 -6.017 -7.190 0.119
H -1.309 -1.566 -2.657 0.087
H 0.413 -3.222 -2.785 0.072
H -5.663 -8.559 0.635 0.115
H 4.447 -1.260 2.973 -0.014
H -2.842 -5.942 -4.967 0.086
H -2.715 -4.184 -5.068 0.059
H -3.137 -4.556 3.406 0.122
H 5.161 -1.900 6.329 0.023
H 2.482 7.299 1.991 0.086
H -7.080 -8.249 -1.522 0.075
H -1.800 -1.375 -8.934 0.115
H -0.522 2.495 -2.351 0.068
H 2.313 9.014 1.568 0.077
H -4.745 0.757 -4.608 0.076
H -2.417 -5.212 -7.324 0.110
H 8.934 -0.655 4.148 0.054
H -5.922 -1.560 -4.684 0.116
H -3.343 -2.525 0.443 0.066
H -6.095 -5.010 2.729 0.068
H 1.653 -2.044 -3.179 0.076
H -5.048 -6.188 3.515 0.085
H -0.594 2.684 0.712 0.120
H -4.301 -4.936 -4.931 0.088
H -5.913 -6.990 -1.965 0.072
H -1.458 3.653 -1.401 0.077
H 7.533 -1.519 4.187 0.052
H 5.589 3.862 5.439 0.043
H -2.984 -1.046 -10.196 0.117
H 4.644 4.573 3.372 0.079
H -4.172 -3.410 2.568 0.111
H 4.011 0.750 -1.337 0.111
H 2.026 9.575 3.991 0.107
H -0.356 -0.355 -3.492 0.107
H 2.981 1.179 1.520 0.081
H 2.287 9.773 6.408 0.059
H -5.368 -8.644 -1.741 0.073
H -3.370 -3.567 -10.390 0.084
H 1.342 8.631 7.361 0.083
H 0.746 3.197 -0.303 0.110